(1)
ORCA calculation (wB97M-V/def2-TZVPD) on a cluster of 13 separate species, C4H34O13 in total.

CARTESIAN COORDINATES (ANGSTROEM)
1 O -0.7559 0.1523 4.6143
2 O -0.2195 -2.6617 3.7695
3 O 1.8918 1.4329 -4.0016
4 O -1.3261 1.9659 -3.2461
5 O -3.9135 -0.6002 -1.5043
6 O -2.8411 3.7218 1.8208
7 O -1.7310 -1.0245 -3.6386
8 O -3.5162 2.6210 -0.5901
9 O 0.0256 0.9371 -0.9696
10 O 1.9307 2.8801 0.0997
11 O 1.6589 -0.7940 -2.3048
12 O 0.9806 2.2466 3.9603
13 O 3.3040 -1.8481 -0.3273
14 C 3.3702 -3.9222 0.9163
15 C 2.8509 -3.1999 -0.3176
16 C -0.8312 0.3194 0.0296
17 C 0.0531 -0.2329 1.1531
18 H -2.0103 1.4096 -3.6329
19 H 0.2737 1.6494 4.2799
20 H 3.2076 -3.6962 -1.2256
21 H -0.4315 -0.7545 4.5048
22 H -0.8995 -0.5856 -3.4004
23 H -0.6086 1.3204 -1.5982
24 H 4.4597 -3.9699 0.9145
25 H 1.0402 1.8800 -3.9045
26 H 1.1466 2.4188 -0.2390
27 H 0.2457 0.6606 1.7452
28 H -2.1587 -0.4358 -4.2682
29 H 2.5184 1.9892 -3.5212
30 H 2.6605 2.2784 -0.0827
31 H 1.6999 -0.2323 -3.1012
32 H -1.6965 0.0984 4.4153
33 H -1.3909 -0.4632 -0.4864
34 H -1.4447 2.8302 -3.6641
35 H 1.0978 -0.2809 -1.6775
36 H -3.3944 2.1681 -1.4329
37 H 0.7414 -2.7332 3.6925
38 H -3.2799 -1.0913 -2.0511
39 H -3.9149 -1.0585 -0.6572
40 H -0.4180 -2.9931 4.6553
41 H 3.0952 -4.9795 0.8147
42 H 2.9193 -3.5637 1.8381
43 H -3.7772 3.5205 -0.8247
44 H -3.0173 3.3372 2.6853
45 H -1.4809 1.0980 0.4260
46 H -0.4844 -1.0048 1.7121
47 H 0.9548 -0.8013 0.9148
48 H 1.7547 -3.2268 -0.2643
49 H 1.7584 1.6876 3.8762
50 H -2.9294 2.9872 1.1872
51 H 2.8316 -1.4569 -1.0935

Cartesian forces (eV/Å) of the 3 atoms listed first:
-0.252 -0.237 0.253
0.144 0.137 0.369
-0.154 0.276 -0.100

- HOMO-LUMO gap (eV) = 8.984
- M (g/mol) = 290.30
- energy relative to the best compared isomer or geometry (same formula, charge and spin) (kJ/mol) = 13.90


(2)
ORCA calculation (wB97M-V/def2-TZVPD) on a cluster of 2 separate species, C3H5NSi in total.

CARTESIAN COORDINATES (ANGSTROEM)
1 Si 0.9647 -0.3283 0.6480
2 N 1.2077 2.6073 0.6863
3 C -0.4863 -0.7899 -0.4156
4 C -1.0398 -0.0240 -1.3413
5 C 1.2336 1.4601 0.6736
6 H -0.7108 0.9373 -1.6240
7 H -2.0363 -0.0941 -1.7110
8 H 2.2834 -0.7565 0.8605
9 H -0.5440 -1.2725 2.4245
10 H -0.8722 -1.7394 -0.2010

Cartesian forces (eV/Å) of the 3 atoms listed first:
-3.279 -0.812 1.890
0.240 0.458 -0.033
1.560 0.498 -0.886

- HOMO-LUMO gap (spin up / spin down) (eV) = 7.796 / 7.786
- M (g/mol) = 83.17
- energy relative to the best compared isomer or geometry (same formula, charge and spin) (kJ/mol) = 330.53


(3)
ORCA calculation (wB97M-V/def2-TZVPD) on a structure of composition C17H32NO2P2Tb.

CARTESIAN COORDINATES (ANGSTROEM)
1 Tb 0.1818 1.2891 0.9283
2 P 2.4069 -0.0793 0.1696
3 P -2.2448 0.6634 -0.1030
4 O -2.0327 -3.4815 -3.3490
5 O -0.5967 -3.0359 1.1376
6 N 0.4097 1.6342 -1.3961
7 C 4.0279 -0.3934 0.9364
8 C -0.1099 -1.0737 2.3234
9 C 1.3053 0.7201 3.4565
10 C 0.0716 -0.1864 3.5779
11 C 0.2387 -1.0370 4.8397
12 C -3.8513 1.2685 0.5050
13 C 2.1744 -1.5439 -0.8849
14 C 1.8429 2.0675 -3.2587
15 C -2.0620 1.7516 -1.5952
16 C 0.7433 2.3929 -4.0466
17 C -0.3941 -2.3886 2.2898
18 C -0.6723 1.8806 -2.1822
19 C -0.5289 2.2950 -3.4961
20 C 2.8308 1.1949 -1.1129
21 C -2.6404 -0.9571 -0.8292
22 C 1.6514 1.6499 -1.9528
23 C -1.1783 0.6854 3.7302
24 H -1.9868 -3.2115 -4.2821
25 H -1.3880 1.3825 2.8797
26 H 1.5642 -2.2752 -0.3387
27 H -2.0613 0.0382 3.8340
28 H -1.0928 1.2987 4.6397
29 H 3.8862 -1.0974 1.7679
30 H 1.6529 -1.2870 -1.8155
31 H -1.9994 -1.7231 -0.3693
32 H 2.8625 2.1005 -3.6360
33 H 4.7235 -0.8320 0.2058
34 H -0.7868 -3.9886 1.2515
35 H -3.6895 -1.2046 -0.6122
36 H -3.7616 1.4427 1.5846
37 H -1.4301 2.5196 -4.0669
38 H 0.8775 2.7040 -5.0786
39 H -0.5150 -3.2081 3.0012
40 H 1.1683 1.6967 2.9112
41 H 1.1127 -1.6900 4.7519
42 H 3.1528 -1.9847 -1.1203
43 H 3.3043 2.0557 -0.6048
44 H 1.5790 1.0490 4.4667
45 H -2.4334 2.7524 -1.3055
46 H 2.1643 0.1683 3.0579
47 H -4.6301 0.5164 0.3254
48 H -2.7146 1.3637 -2.3111
49 H -2.3217 -4.3704 -3.3665
50 H 0.3886 -0.3814 5.7071
51 H -2.4696 -0.9871 -1.9142
52 H -4.1216 2.2152 0.0177
53 H 3.5919 0.7323 -1.7590
54 H -0.6488 -1.6512 5.0189
55 H 4.4504 0.5401 1.3340

Cartesian forces (eV/Å) of the 3 atoms listed first:
-0.267 -2.188 1.784
0.710 -0.253 -1.040
-0.984 0.027 -0.978

- HOMO-LUMO gap (spin up / spin down) (eV) = 6.502 / 6.829
- M (g/mol) = 503.32
- energy relative to the best compared isomer or geometry (same formula, charge and spin) (kJ/mol) = 0.00
- net charge = +2
- 2S+1 = 7
- expectation value of S² = 12.715


(4)
ORCA calculation (wB97M-V/def2-TZVPD) on the molecule C6H5F4NO.

CARTESIAN COORDINATES (ANGSTROEM)
1 F -3.4259 0.3619 -0.2449
2 F -2.3852 -2.0193 0.5778
3 F 0.1539 -2.4695 0.6021
4 F -1.6246 2.5735 -0.4623
5 O 0.7337 1.4386 1.3421
6 N 0.6705 -0.2594 -0.2832
7 C 0.3688 1.0253 0.0254
8 C -1.2896 1.2888 -0.1488
9 C -1.5856 -0.9951 0.3331
10 C 2.0753 -0.5721 -0.7196
11 C -2.1009 0.2781 -0.0330
12 C -0.2382 -1.2658 0.1603
13 H 2.8411 -0.4727 0.1501
14 H 0.4901 0.6880 1.9422
15 H 2.5636 0.1335 -1.3761
16 H 1.9926 -1.4920 -1.2553
17 H 0.7605 1.7581 -0.6099

Cartesian forces (eV/Å) of the 3 atoms listed first:
0.098 0.033 0.181
-0.739 -0.184 0.637
0.917 0.495 -0.733

- HOMO-LUMO gap (eV) = 8.814
- M (g/mol) = 183.10
- SMILES = CN1C(F)=C(F)C(F)=C(F)[C@H]1O
- energy relative to the best compared isomer or geometry (same formula, charge and spin) (kJ/mol) = 128.54


(5)
ORCA calculation (wB97M-V/def2-TZVPD) on a cluster of 2 separate species, C5H8ClNO2 in total.

CARTESIAN COORDINATES (ANGSTROEM)
1 Cl -1.0127 1.4675 1.1679
2 O -0.3738 -1.6664 -1.0188
3 O 2.2248 -0.2655 -0.2653
4 N 2.0546 2.0725 0.0934
5 C -1.0601 0.5267 -1.6640
6 C -0.7005 -0.3942 -0.5659
7 C -0.4018 -1.2391 1.7989
8 C 2.0294 0.8481 0.0273
9 C -0.6962 -0.1576 0.6977
10 H 0.5006 -1.4954 -1.3537
11 H -0.5740 1.5242 -1.4722
12 H 0.2936 -1.9571 1.2870
13 H -1.1538 -1.7516 2.2804
14 H 1.3939 2.4238 0.8108
15 H -0.5108 0.1894 -2.5192
16 H 0.1180 -0.6033 2.6070
17 H -2.1312 0.4780 -1.9112

Cartesian forces (eV/Å) of the 3 atoms listed first:
-0.494 0.530 0.858
-0.493 0.092 0.568
-0.255 0.118 0.444

- HOMO-LUMO gap (eV) = 9.838
- M (g/mol) = 149.58
- SMILES = C/C(O)=C(/C)Cl.N=C=O
- energy relative to the best compared isomer or geometry (same formula, charge and spin) (kJ/mol) = 115.13


(6)
ORCA calculation (wB97M-V/def2-TZVPD) on a cluster of 2 separate species, C6H9N2O2 in total.

CARTESIAN COORDINATES (ANGSTROEM)
1 O 0.2729 2.5220 -2.7301
2 O 1.2283 1.4195 -1.0193
3 N -0.3503 -0.2806 0.2269
4 N -0.0673 -1.7527 1.8511
5 C 1.2440 2.0459 -2.1225
6 C 2.6422 2.1602 -2.7889
7 C 0.5269 -1.0621 0.8957
8 C -1.3848 -1.3570 1.8528
9 C -2.4008 -2.1619 2.5998
10 C -1.5511 -0.4362 0.8466
11 H -0.0683 0.5061 -0.4037
12 H -2.1064 -2.3023 3.6390
13 H -2.6179 -3.0988 2.1030
14 H -3.3197 -1.5661 2.6459
15 H 2.4952 1.8714 -3.8308
16 H 1.4373 -1.4507 0.4789
17 H -2.3078 0.3163 0.7412
18 H 3.0321 3.1704 -2.7029
19 H 3.2954 1.4563 -2.2827

Cartesian forces (eV/Å) of the 3 atoms listed first:
0.032 0.104 -0.006
-0.111 0.168 -0.169
0.211 0.552 0.297

- HOMO-LUMO gap (eV) = 8.432
- M (g/mol) = 141.15
- energy relative to the best compared isomer or geometry (same formula, charge and spin) (kJ/mol) = 53.15
- net charge = -1


(7)
ORCA calculation (wB97M-V/def2-TZVPD) on the molecule C4H5I.

CARTESIAN COORDINATES (ANGSTROEM)
1 I 2.5176 0.0519 0.0146
2 C 0.9267 1.6808 -0.1283
3 C -0.3155 1.3860 -0.0129
4 C -1.4490 0.8387 0.1226
5 C 1.0632 -1.3588 -0.1547
6 H 1.3520 2.5721 -0.3227
7 H 1.4833 -1.9527 -0.9339
8 H -1.9285 0.4547 -0.6504
9 H 1.0855 -2.0455 0.6046
10 H -1.9956 0.6854 1.1610

Cartesian forces (eV/Å) of the 3 atoms listed first:
-1.235 1.011 0.350
-0.572 -2.242 0.468
3.009 0.584 0.103

- HOMO-LUMO gap (eV) = 7.566
- M (g/mol) = 179.99
- energy relative to the best compared isomer or geometry (same formula, charge and spin) (kJ/mol) = 474.07


Which of these has the highest M? C17H32NO2P2Tb


Among the records above, which one has the lowest M? C3H5NSi


Look up the energy relative to the best compared isomer or geometry (same formula, charge and spin) of the second one. 330.53 kJ/mol